Formula: C8H12S
Source: OMol25
Level of theory: ωB97M-V with the def2-TZVPD basis set

Structure (XYZ):
```
21
C8H12S (ωB97M-V with the def2-TZVPD basis set)
C 0.047 0.663 -0.672
C 0.103 0.642 0.663
C 0.258 1.782 -1.569
C -0.223 1.366 -2.883
C -0.885 -0.302 -1.070
C -0.705 -0.509 2.751
C 0.879 -1.810 0.966
C 0.418 -0.400 1.609
S -1.693 0.243 -2.457
H -0.298 2.664 -1.241
H 1.341 2.118 -1.729
H -0.486 2.175 -3.697
H 0.410 0.556 -3.361
H -1.011 -1.297 -0.729
H -0.132 -0.382 3.738
H -1.041 -1.484 2.828
H -1.470 0.222 2.614
H 0.061 -2.424 0.613
H 1.682 -2.424 1.481
H 1.398 -1.428 0.095
H 1.348 0.032 2.049
```

Calculated values
Net charge: 0
Energy relative to the best compared isomer or geometry (same formula, charge and spin), kJ/mol: 465.83
2S+1: 1


Formula: C8H13AsCsF6NO2S
Source: OMol25
Level of theory: ωB97M-V with the def2-TZVPD basis set

Structure (XYZ):
```
33
C8H13AsCsF6NO2S (ωB97M-V with the def2-TZVPD basis set)
Cs 0.026 0.472 -0.990
As -3.567 0.927 0.613
F -2.006 1.749 0.792
F -3.645 0.364 2.274
F -5.164 0.184 0.216
F -3.731 1.571 -1.015
F -2.655 -0.501 0.001
F -4.432 2.358 1.087
C 2.465 -4.505 2.358
C 1.816 -4.899 1.022
C 2.632 -4.191 -0.101
S 2.863 -2.540 0.593
O 1.848 -1.658 -0.002
O 4.225 -2.168 0.508
C 2.393 -2.946 2.373
H 3.430 -4.982 2.531
H 1.870 -4.840 3.207
H 0.893 -4.374 0.780
H 1.677 -5.960 0.815
H 2.002 -4.158 -0.990
H 3.651 -4.578 -0.148
H 1.407 -2.651 2.735
H 3.136 -2.590 3.086
N -1.389 5.778 -1.364
C -1.156 6.099 -2.628
C -0.968 4.907 -3.378
C -1.015 3.820 -2.390
C -1.327 4.380 -1.140
H -1.434 6.448 -0.610
H -1.004 7.096 -3.014
H -0.782 4.758 -4.431
H -0.768 2.788 -2.590
H -1.292 3.845 -0.202
```

Calculated values
Net charge: +1
⟨S²⟩: 0.7663
Total energy, hartree: -3770.9749
2S+1: 2


Formula: C8H13BrN2O2
Source: OMol25
Level of theory: ωB97M-V with the def2-TZVPD basis set

Structure (XYZ):
```
26
C8H13BrN2O2 (ωB97M-V with the def2-TZVPD basis set)
C 0.257 -1.071 -2.663
C 1.189 -0.627 -1.541
C 2.172 -1.787 -1.321
C 0.413 -0.598 -0.247
C 0.417 0.846 0.282
C 1.620 0.951 1.199
N 2.467 1.150 1.942
N -0.903 1.076 0.885
O -1.830 1.893 0.095
C -1.458 0.599 2.045
O -0.970 -0.408 2.525
C -2.217 1.582 2.941
Br -4.176 1.478 2.745
H 0.773 -1.017 -3.671
H -0.189 -2.113 -2.617
H -0.632 -0.423 -2.745
H 1.651 0.340 -1.807
H 1.552 -2.657 -1.254
H 2.840 -2.000 -2.195
H 2.752 -1.712 -0.379
H -0.614 -1.031 -0.402
H 0.877 -1.325 0.448
H 0.507 1.523 -0.516
H -2.640 1.405 -0.229
H -1.911 1.374 3.938
H -1.943 2.553 2.544
```

Calculated values
Net charge: 0
Energy relative to the best compared isomer or geometry (same formula, charge and spin), kJ/mol: 87.77
2S+1: 1
SMILES string: CC(C)C[C@H](C#N)N(O)C(=O)CBr


Formula: C8H13Cl2MnN3O3Pm
Source: OMol25
Level of theory: ωB97M-V with the def2-TZVPD basis set

Structure (XYZ):
```
31
C8H13Cl2MnN3O3Pm (ωB97M-V with the def2-TZVPD basis set)
Pm -1.810 -0.940 -3.648
Mn 0.021 0.360 0.368
Cl -0.983 -2.600 -1.983
Cl -1.392 0.863 -1.546
C 1.282 1.679 0.825
C -0.067 -2.124 -4.996
C -0.051 0.411 -4.838
O 1.663 2.795 0.943
O 0.849 -2.734 -5.363
O 0.766 1.089 -5.326
C -3.358 -0.474 3.508
N -1.938 -0.663 3.869
C -1.698 -1.326 5.163
C -0.994 -0.604 2.906
N -1.304 -0.392 1.621
N 0.317 -0.787 3.190
C 0.958 -0.317 4.412
C 1.176 -1.213 2.094
H -3.969 -0.591 4.418
H -3.682 -1.243 2.774
H -3.549 0.529 3.076
H -1.024 -2.188 5.034
H -1.283 -0.645 5.929
H -2.667 -1.688 5.535
H -2.306 -0.338 1.441
H 1.361 -1.150 5.019
H 1.823 0.305 4.122
H 0.270 0.293 5.016
H 0.594 -1.244 1.140
H 2.045 -0.558 2.036
H 1.536 -2.244 2.283
```

Calculated values
Net charge: +4
⟨S²⟩: 20.3104
Total energy, hartree: -3380.6902
2S+1: 9


Formula: C8H13ClEuO4
Source: OMol25
Level of theory: ωB97M-V with the def2-TZVPD basis set

Structure (XYZ):
```
27
C8H13ClEuO4 (ωB97M-V with the def2-TZVPD basis set)
C -1.027 -1.094 -3.100
C 1.696 -0.184 -3.968
C -1.404 0.179 -3.369
H -1.529 -1.633 -2.281
C 1.433 1.091 -3.642
H 2.686 -0.593 -3.727
H -2.229 0.622 -2.792
H 2.211 1.676 -3.123
C -0.966 1.078 -4.497
H -1.792 1.776 -4.695
H -0.829 0.578 -5.460
C -0.118 -1.942 -3.955
H -0.720 -2.561 -4.639
H 0.443 -2.664 -3.339
C 0.883 -1.135 -4.794
H 0.382 -0.682 -5.655
H 1.594 -1.841 -5.248
C 0.268 1.911 -4.145
H 0.564 2.500 -5.030
H -0.015 2.662 -3.388
Eu 0.359 0.161 -1.119
H -1.575 0.122 -0.227
O 2.212 -0.073 2.316
Cl 0.867 0.172 1.884
O 0.015 0.448 2.999
O 0.843 1.330 0.907
O 0.351 -1.003 1.078
```

Calculated values
Net charge: 0
Energy relative to the best compared isomer or geometry (same formula, charge and spin), kJ/mol: 0.00
⟨S²⟩: 15.7618
2S+1: 8


Formula: C8H13ClN2Si2
Source: OMol25
Level of theory: ωB97M-V with the def2-TZVPD basis set

Structure (XYZ):
```
26
C8H13ClN2Si2 (ωB97M-V with the def2-TZVPD basis set)
C 2.882 -2.379 0.081
C 1.656 -2.877 0.456
C 2.860 -1.094 -0.474
C 0.434 -2.246 0.278
C 1.672 -0.384 -0.585
C 0.462 -0.883 -0.097
C -1.134 2.125 -1.907
C -0.145 2.412 1.364
N -2.748 1.096 0.362
N -0.654 -0.074 0.023
Si -2.369 -0.556 0.674
Si -1.042 1.605 -0.092
Cl -3.168 -1.888 -0.585
H 3.817 -2.971 0.111
H 1.595 -3.975 0.667
H 3.850 -0.639 -0.709
H -0.475 -2.761 0.609
H 1.802 0.621 -1.052
H -0.129 2.355 -2.329
H -1.551 1.297 -2.483
H -1.746 3.175 -2.032
H -0.397 1.823 2.245
H 0.952 2.323 1.202
H -0.404 3.551 1.427
H -3.359 1.607 0.996
H -2.661 -1.264 1.849
```

Calculated values
Net charge: 0
Energy relative to the best compared isomer or geometry (same formula, charge and spin), kJ/mol: 65.70
2S+1: 1


Formula: C8H13ClO2Si
Source: OMol25
Level of theory: ωB97M-V with the def2-TZVPD basis set

Structure (XYZ):
```
25
C8H13ClO2Si (ωB97M-V with the def2-TZVPD basis set)
C -1.940 0.038 -1.474
C -1.357 0.072 -0.301
C -0.060 0.662 -0.142
O 0.559 0.706 0.925
O 0.430 1.431 -1.175
C 1.693 2.074 -0.864
C 2.871 1.521 -1.153
C 2.912 0.474 -2.229
Si -1.745 -1.010 1.138
C -0.444 -2.378 1.329
C -2.150 -0.028 2.717
Cl -3.507 -1.909 0.573
H -2.876 -0.547 -1.535
H -1.582 0.335 -2.441
H 1.678 2.977 -0.285
H 3.769 2.020 -0.765
H 2.464 -0.444 -1.976
H 4.006 0.258 -2.525
H 2.430 1.017 -3.008
H -0.839 -3.298 0.891
H 0.115 -2.395 2.343
H 0.410 -2.090 0.668
H -2.605 0.883 2.423
H -1.379 0.122 3.446
H -2.851 -0.489 3.421
```

Calculated values
Net charge: 0
Energy relative to the best compared isomer or geometry (same formula, charge and spin), kJ/mol: 86.70
2S+1: 1
SMILES string: C=C(C(=O)O/C=C\C)[Si](C)(C)Cl


Formula: C8H13ClO3S
Source: OMol25
Level of theory: ωB97M-V with the def2-TZVPD basis set

Structure (XYZ):
```
26
C8H13ClO3S (ωB97M-V with the def2-TZVPD basis set)
C 0.835 -0.464 -1.408
C -0.527 0.352 -3.499
C 0.099 -0.970 -3.764
C -0.357 -0.682 -2.328
C 0.251 2.764 1.922
C -0.259 -2.161 1.939
C 0.040 1.287 2.100
C 1.353 0.493 1.780
O 1.873 0.079 -1.542
O 2.304 -1.942 1.205
O 0.473 -1.101 -0.177
S 1.132 -1.151 1.298
Cl 2.290 0.412 3.252
H 0.037 1.211 -3.605
H -1.486 0.466 -3.931
H -0.590 -1.668 -4.257
H 1.145 -1.344 -3.737
H -1.046 -1.263 -1.806
H 0.752 3.158 2.715
H 0.765 2.889 1.065
H -0.695 3.317 1.862
H -0.720 -2.857 1.278
H 0.208 -2.823 2.709
H -1.004 -1.508 2.322
H -0.769 0.804 1.537
H -0.115 0.973 3.189
```

Calculated values
Net charge: 0
Energy relative to the best compared isomer or geometry (same formula, charge and spin), kJ/mol: 190.88
2S+1: 1